ORCA calculation (the ωB97M-V functional and the def2-TZVPD basis) on a molecular structure, C7H13NO at a distorted geometry.

CARTESIAN COORDINATES (ANGSTROEM)
C (1.2980, -1.1063, 0.2776)
C (0.3617, -0.5048, -0.7341)
C (-0.8493, -1.2627, -0.6512)
C (-1.0446, 0.5923, 1.1592)
C (-0.2890, 1.6064, 0.3550)
C (0.0431, 0.9020, -0.8926)
C (1.0819, 0.2328, -1.7197)
H (0.8232, -1.5309, 1.2831)
H (1.2631, -2.2408, -0.4466)
H (2.4732, -0.6745, 0.3686)
H (-1.8133, -1.2081, -1.3671)
H (-0.5194, -2.4090, -0.5075)
H (-1.8955, -1.3190, 1.4130)
H (-1.9781, 0.8964, 1.6970)
H (-0.4521, 0.5055, 2.0122)
H (-0.9938, 2.5550, 0.2071)
H (0.6410, 1.8919, 2.1169)
H (-0.6850, 0.9979, -1.6774)
H (2.3060, 0.2533, -1.7798)
H (0.8971, 0.4590, -2.7253)
N (-1.4799, -0.7431, 0.5754)
O (0.8119, 2.1065, 1.0362)

E_HOMO = -8.12 eV
ΔE to the lowest compared entry with this formula, charge and spin = 7.618 eV
HOMO-LUMO gap = 8.87 eV
maximum force = 0.1211 hartree/bohr
lowest unoccupied orbital energy = 0.76 eV

ORCA calculation (the ωB97M-V functional and the def2-TZVPD basis) on 2 unconnected molecules or ions with the total composition C11H14N2O3 at a distorted geometry.

CARTESIAN COORDINATES (ANGSTROEM)
C (-4.1339, -0.0776, -0.3700)
C (-2.7167, 0.2917, -0.4963)
C (-0.4389, 0.0367, 0.6454)
C (-0.3276, 1.6450, 1.0201)
C (0.5250, -0.5719, -0.4426)
C (1.9349, -0.3417, -0.3149)
C (2.7328, -1.2860, 0.5068)
C (2.4625, 0.7870, -0.8338)
C (4.1194, -1.0368, 0.6696)
C (3.7765, 0.9724, -0.7288)
C (4.6416, 0.1339, -0.0229)
H (-3.9362, -2.0881, 0.2512)
H (-5.8617, -1.5855, 0.2436)
H (-4.5025, 0.8883, 0.1537)
H (-4.5863, -0.0725, -1.4746)
H (-2.3296, -1.0642, 1.1116)
H (-0.2083, -0.3118, 1.5552)
H (0.2077, -1.7641, -0.3897)
H (0.1323, -0.1105, -1.3359)
H (2.3055, -2.2740, 0.9217)
H (1.9912, 1.5175, -1.5447)
H (4.9143, -1.6064, 1.1962)
H (4.1483, 1.8826, -1.3102)
H (5.6483, 0.3012, -0.0846)
H (-1.0965, 1.8167, -0.8073)
N (-4.5639, -1.1747, 0.5562)
N (-1.8510, -0.5074, 0.3760)
O (-2.1563, 1.1575, -1.2606)
O (-0.1623, 2.0757, 2.1572)
O (-0.6686, 2.3669, 0.0526)

E_HOMO = -8.82 eV
ΔE to the lowest compared entry with this formula, charge and spin = 5.884 eV
HOMO-LUMO gap = 8.67 eV
maximum force = 0.1133 hartree/bohr
lowest unoccupied orbital energy = -0.15 eV

ORCA calculation (the ωB97M-V functional and the def2-TZVPD basis) on a single C24H28N4O3S molecule at a distorted geometry.

CARTESIAN COORDINATES (ANGSTROEM)
C (4.3080, 1.6861, -4.5593)
C (5.0071, 0.3438, -4.7572)
O (5.5228, -0.1833, -3.5519)
C (4.6746, -0.7260, -2.6336)
C (3.3184, -0.9713, -2.8185)
C (2.5608, -1.5433, -1.8117)
C (3.1409, -1.8763, -0.5955)
N (2.4180, -2.4137, 0.4783)
C (1.0836, -2.6614, 0.5557)
O (0.3082, -2.6396, -0.3719)
C (0.6604, -3.1074, 1.9557)
S (-1.0071, -2.4875, 2.3068)
C (-0.7642, -0.7976, 1.8836)
N (0.4584, -0.5009, 1.5609)
C (0.7840, 0.7809, 1.2654)
C (2.0861, 1.1249, 0.8756)
C (2.3842, 2.4355, 0.6039)
C (1.4070, 3.4324, 0.7236)
C (0.1300, 3.1210, 1.1112)
C (-0.2083, 1.7844, 1.3820)
N (-1.4719, 1.4625, 1.7268)
C (-1.7996, 0.2071, 1.9519)
N (-3.0788, -0.0356, 2.3561)
C (-3.8450, -1.1846, 1.9218)
C (-4.5896, -0.8487, 0.6155)
C (-5.4607, -2.0096, 0.1605)
O (-5.4221, 0.2778, 0.8009)
C (-4.6975, 1.4210, 1.2200)
C (-5.6856, 2.5646, 1.3898)
C (-3.9511, 1.1136, 2.5263)
C (4.5032, -1.6404, -0.4112)
C (5.2581, -1.0758, -1.4142)
H (4.9985, 2.3983, -4.1142)
H (3.9732, 2.0704, -5.5190)
H (3.4493, 1.5831, -3.9000)
H (4.3377, -0.3774, -5.2423)
H (5.8879, 0.4740, -5.3924)
H (2.8272, -0.7252, -3.7463)
H (1.5107, -1.7232, -1.9664)
H (2.9506, -2.4896, 1.3333)
H (0.5716, -4.1937, 1.9941)
H (1.3358, -2.7523, 2.7331)
H (2.8317, 0.3518, 0.7820)
H (3.3830, 2.7051, 0.2941)
H (1.6692, 4.4574, 0.5052)
H (-0.6369, 3.8742, 1.2041)
H (-3.2075, -2.0496, 1.7633)
H (-4.5746, -1.4171, 2.7038)
H (-3.8338, -0.6165, -0.1572)
H (-5.9942, -1.7324, -0.7440)
H (-4.8452, -2.8821, -0.0375)
H (-6.1884, -2.2473, 0.9314)
H (-3.9478, 1.6770, 0.4520)
H (-6.2144, 2.7324, 0.4561)
H (-6.4125, 2.3124, 2.1571)
H (-5.1599, 3.4712, 1.6739)
H (-3.3502, 1.9693, 2.8284)
H (-4.6759, 0.8636, 3.3069)
H (4.9708, -1.8961, 0.5300)
H (6.3115, -0.8900, -1.2770)

E_HOMO = -7.80 eV
ΔE to the lowest compared entry with this formula, charge and spin = 0.824 eV
HOMO-LUMO gap = 7.95 eV
maximum force = 0.0200 hartree/bohr
lowest unoccupied orbital energy = 0.16 eV

ORCA calculation (the ωB97M-V functional and the def2-TZVPD basis) on a molecular structure, C16H18B2IrN6O2 at a distorted geometry.

CARTESIAN COORDINATES (ANGSTROEM)
C (2.5747, -0.9661, -0.2044)
N (1.2706, -1.0066, -0.6333)
N (1.2408, -0.5060, -1.9483)
C (2.5176, -0.3240, -2.3692)
C (3.3752, -0.5488, -1.3029)
B (0.0100, -0.1584, -2.8831)
N (-0.8436, -1.4402, -2.6597)
N (-1.0554, -2.1458, -1.4831)
C (-1.9727, -3.1281, -1.7167)
C (-2.1931, -3.1512, -3.1191)
C (-1.4532, -2.1094, -3.6613)
Ir (-0.2770, -1.7757, 0.3814)
N (-0.7051, 1.3699, -2.8256)
N (-1.1317, 1.7892, -1.5942)
C (-1.6440, 3.0020, -1.6509)
C (-1.5582, 3.4693, -2.9763)
C (-0.9604, 2.4168, -3.7133)
H (-2.0013, 3.5166, -0.7568)
H (-0.7469, 2.3936, -4.7643)
H (-1.8775, 4.4337, -3.3261)
H (0.3953, -0.2292, -4.0467)
H (-1.3407, -1.7128, -4.6712)
H (2.6971, -0.0611, -3.4127)
H (-2.8599, -3.7901, -3.6549)
H (4.4416, -0.3909, -1.3147)
H (-2.4715, -3.6402, -0.9008)
H (2.8370, -1.0036, 0.8524)
H (-1.9205, -0.5445, 0.5228)
C (-2.1464, -1.5702, 0.9903)
H (-2.9939, -1.9811, 0.4428)
H (-1.3797, -2.5088, 1.1153)
H (-2.3795, -1.3063, 2.0196)
O (-0.1950, -0.7355, 3.2814)
B (0.2566, -0.5769, 1.9292)
O (1.0923, 0.6004, 1.8792)
C (1.0359, 1.1790, 3.1117)
C (1.8968, 2.1437, 3.6196)
C (2.0572, 2.1549, 5.0089)
C (1.3097, 1.3141, 5.8457)
C (0.3464, 0.4392, 5.3357)
C (0.2444, 0.3632, 3.9614)
H (2.4434, 2.8299, 2.9705)
H (2.8037, 2.8254, 5.4453)
H (1.4967, 1.3121, 6.9215)
H (-0.2361, -0.2419, 5.9550)

E_HOMO (alpha / beta) = -21.25 / -21.21 eV
ΔE to the lowest compared entry with this formula, charge and spin = 0.972 eV
HOMO-LUMO gap (alpha / beta) = 8.27 / 3.93 eV
net charge = +4
⟨S²⟩ = 8.800
multiplicity = 6
maximum force = 0.1313 hartree/bohr
lowest unoccupied orbital energy (alpha / beta) = -12.98 / -17.27 eV